No. 1
This record from the OMol25 dataset describes C28H42BrN3P2Re as an isolated structure. The level of theory is wB97M-V/def2-TZVPD.

As for the total energy: -4589.731222 hartree. Its HOMO-LUMO gap (spin up / spin down) is 5.98 / 3.71 eV. The total charge is +4. As for the HOMO energy (spin up / spin down): -19.04 / -19.00 eV. Its LUMO energy (spin up / spin down) is -0.4798 / -0.5622 Ha. The spin multiplicity is 4.

Structure (XYZ):
```
77
Properties=species:S:1:pos:R:3:forces:R:3
C -1.914 -1.875 -3.165 -0.148 1.044 -0.389
C -1.446 -0.572 -2.916 0.043 -0.059 -1.057
C -1.705 0.439 -3.862 -0.438 -1.116 0.221
C -2.635 0.155 -4.867 -0.808 0.896 -1.444
N -3.197 -1.045 -4.999 2.699 0.693 3.071
C -2.837 -2.047 -4.202 -0.934 -1.404 -0.696
C -0.490 -0.358 -1.844 2.542 0.363 0.974
C 0.800 -0.488 -1.748 -2.027 -1.189 0.756
C 2.090 -1.035 -1.910 0.180 0.078 -0.687
C 2.832 -0.864 -0.735 0.022 0.950 0.247
C 4.209 -0.836 -0.780 -1.086 -0.076 0.367
C 4.732 -1.067 -2.035 3.048 0.244 -0.210
C 4.045 -1.461 -3.180 -0.627 -0.224 0.034
C 2.658 -1.461 -3.136 0.211 0.298 0.564
Re 0.381 0.076 0.200 -0.315 -2.535 -1.643
P -1.884 0.374 0.421 -4.437 1.025 0.146
H -1.146 1.375 -3.873 -0.555 -0.056 0.014
H -1.507 -2.727 -2.621 -0.593 0.069 -0.065
H -2.925 0.932 -5.575 0.050 -0.121 -0.082
H -3.281 -3.029 -4.366 0.031 0.056 -0.180
H 2.041 -1.743 -3.995 0.277 0.329 0.299
H 2.314 -0.563 0.244 1.082 -0.364 -0.806
H 4.591 -1.726 -4.077 -0.020 0.039 0.046
H 4.812 -0.580 0.078 0.188 -0.122 -0.047
C -2.544 1.002 2.040 0.811 -0.313 0.206
C -3.927 1.670 2.049 -0.283 0.061 -0.004
H -1.781 1.715 2.396 -0.231 -0.154 0.093
H -2.523 0.143 2.732 0.023 0.265 -0.102
H -4.139 2.027 3.066 0.155 -0.109 -0.235
H -3.981 2.545 1.388 0.018 -0.253 0.192
H -4.735 0.972 1.790 0.340 0.296 0.078
C -2.680 1.578 -0.795 0.880 0.098 -0.102
C -4.094 1.242 -1.272 -0.263 0.089 -0.012
H -1.997 1.622 -1.657 -0.232 0.189 0.263
H -2.642 2.572 -0.326 -0.104 -0.353 -0.125
H -4.429 2.023 -1.970 0.159 -0.116 0.214
H -4.138 0.292 -1.824 -0.029 0.215 0.274
H -4.819 1.226 -0.446 0.282 -0.015 -0.437
C -2.830 -1.204 0.078 0.863 -0.468 -0.076
C -4.210 -1.365 0.724 -0.272 0.090 0.136
H -2.158 -2.014 0.404 -0.245 -0.005 0.040
H -2.895 -1.313 -1.015 0.002 0.186 0.469
H -4.605 -2.367 0.507 0.292 0.177 0.059
H -4.159 -1.263 1.813 -0.095 -0.069 -0.247
H -4.949 -0.658 0.324 0.348 -0.263 0.224
Br 6.632 -0.742 -2.136 -1.068 -0.381 -0.201
P 0.978 2.319 0.123 1.125 3.486 0.608
C -0.263 3.669 0.432 -1.081 -0.628 -0.208
C 0.163 4.974 1.107 0.484 0.273 0.101
H -1.056 3.206 1.040 0.175 0.193 -0.150
H -0.712 3.892 -0.546 0.047 -0.131 0.155
H -0.734 5.588 1.261 0.144 -0.252 -0.081
H 0.610 4.818 2.094 -0.077 0.038 -0.188
H 0.850 5.574 0.498 -0.131 -0.263 0.141
C 2.186 2.592 1.501 0.096 -0.814 0.364
C 3.400 3.490 1.269 0.282 0.400 -0.179
H 2.540 1.593 1.795 0.034 0.111 0.036
H 1.609 2.964 2.358 -0.051 -0.191 -0.218
H 4.082 3.385 2.122 -0.226 -0.035 -0.190
H 3.964 3.222 0.370 -0.089 0.019 0.122
H 3.138 4.554 1.210 -0.038 -0.297 -0.043
C 1.778 2.777 -1.476 0.066 -0.892 -0.446
C 1.926 4.259 -1.816 0.002 0.415 0.202
H 1.178 2.283 -2.257 0.130 0.095 0.148
H 2.756 2.272 -1.489 -0.171 0.070 0.020
H 2.426 4.346 -2.787 -0.091 -0.119 0.189
H 0.959 4.764 -1.909 0.156 -0.098 0.046
H 2.538 4.808 -1.093 -0.145 -0.172 -0.133
N 1.901 -2.343 3.461 -0.829 0.867 -1.065
C 1.186 -1.436 4.240 0.012 -0.121 -0.849
C 0.549 -0.609 3.365 0.449 -0.262 -0.210
N 0.895 -0.985 2.058 -0.689 0.906 -0.327
C 1.682 -2.053 2.151 0.630 -0.528 1.447
H 2.487 -3.101 3.794 -0.087 -0.002 0.065
H 1.177 -1.449 5.315 0.077 -0.108 0.100
H -0.110 0.226 3.520 0.050 -0.005 0.273
H 2.106 -2.619 1.333 0.004 0.058 0.134
```
Forces are in eV/Å.


No. 2
This record from the OMol25 dataset describes C30H42BrClI2N4OPTl as an isolated structure. The level of theory is wB97M-V/def2-TZVPD.

As for the total energy: -5606.126496 hartree. Its HOMO-LUMO gap is 5.43 eV. The total charge is -2. As for the HOMO energy: -1.77 eV. Its LUMO energy is 0.1346 Ha.

Structure (XYZ):
```
83
Properties=species:S:1:pos:R:3:forces:R:3
Tl 1.461 -0.160 -1.032 -0.084 -0.340 -0.018
I 6.479 0.513 5.642 0.001 -0.001 0.002
C 4.996 0.031 4.238 0.011 -0.005 0.041
C 3.723 -0.296 4.668 -0.018 0.006 0.012
C 2.762 -0.599 3.723 0.005 -0.008 -0.047
I 0.841 -1.113 4.371 -0.053 -0.010 -0.035
C 2.979 -0.592 2.306 -0.156 0.139 -0.109
O 2.052 -0.834 1.477 0.219 -0.117 0.145
C 4.341 -0.284 1.929 -0.042 -0.051 -0.005
C 4.750 -0.341 0.480 -0.084 0.008 0.042
N 4.103 0.664 -0.355 0.134 0.032 -0.075
C 4.284 2.033 0.054 0.032 -0.003 0.041
C 3.265 2.914 -0.626 0.061 0.081 0.008
C 3.618 4.123 -1.219 -0.007 -0.034 0.021
C 2.634 4.900 -1.805 -0.052 0.008 -0.019
C 1.323 4.448 -1.790 0.125 0.016 0.030
C 1.064 3.227 -1.185 -0.180 0.150 -0.059
N 2.004 2.483 -0.616 0.071 0.166 -0.026
C 5.294 0.026 2.880 0.020 -0.019 -0.034
H 3.476 -0.314 5.721 -0.001 0.000 0.003
H 5.848 -0.276 0.423 -0.028 0.011 -0.008
H 4.461 -1.310 0.063 -0.005 -0.014 -0.016
H 4.455 0.538 -1.311 -0.041 -0.091 -0.018
H 4.108 2.107 1.133 0.006 -0.022 0.013
H 5.297 2.427 -0.136 -0.027 -0.002 -0.017
H 4.657 4.427 -1.236 0.000 -0.006 0.004
H 2.889 5.840 -2.281 0.007 0.000 -0.004
H 0.521 5.015 -2.246 -0.010 -0.004 0.009
H 0.061 2.811 -1.157 0.048 -0.133 0.071
H 6.299 0.259 2.546 -0.007 0.003 -0.001
Cl 5.596 -0.173 -3.197 0.036 0.050 0.013
C -1.783 -1.918 1.317 0.006 0.069 0.020
C -2.830 -0.808 1.140 -0.009 0.005 -0.010
C -2.741 0.040 2.416 -0.012 -0.056 0.061
C -4.229 -1.427 1.068 -0.003 0.006 0.003
P -2.236 0.282 -0.317 0.013 -0.173 -0.064
N -0.725 0.477 -0.320 -0.075 0.304 0.003
C -2.892 -0.544 -1.932 0.004 0.001 0.006
C -4.393 -0.475 -2.227 -0.001 0.003 -0.005
C -2.467 -2.020 -1.918 0.025 0.009 0.045
C -2.121 0.077 -3.107 0.001 0.009 0.011
C -3.181 1.948 -0.143 -0.018 -0.015 0.010
C -2.417 2.766 0.912 -0.025 0.081 0.021
C -4.666 1.906 0.224 -0.038 0.023 -0.016
C -3.032 2.718 -1.462 -0.014 0.000 0.042
H -1.942 -2.405 2.285 -0.006 -0.016 0.016
H -0.780 -1.488 1.305 0.014 -0.008 0.004
H -1.844 -2.690 0.554 -0.001 -0.028 -0.095
H -2.828 -0.623 3.284 0.007 -0.011 0.003
H -3.540 0.779 2.491 0.059 -0.088 0.033
H -1.776 0.544 2.476 0.008 -0.028 0.017
H -4.429 -1.956 2.009 0.002 0.002 0.000
H -4.322 -2.158 0.266 0.002 0.006 0.002
H -5.015 -0.681 0.939 0.004 -0.006 0.003
H -5.001 -0.889 -1.423 0.004 -0.004 0.000
H -4.606 -1.056 -3.134 0.000 0.000 -0.001
H -4.729 0.545 -2.415 0.003 -0.004 -0.004
H -3.047 -2.623 -1.222 0.002 -0.014 0.039
H -1.409 -2.114 -1.666 0.008 -0.001 0.005
H -2.618 -2.439 -2.919 0.004 -0.003 0.010
H -2.470 1.074 -3.369 0.007 0.011 0.002
H -2.245 -0.559 -3.991 -0.004 0.006 0.000
H -1.059 0.141 -2.865 0.000 -0.011 -0.007
H -2.703 2.505 1.930 0.045 0.069 -0.087
H -2.631 3.832 0.771 -0.009 0.004 -0.005
H -1.345 2.595 0.803 0.017 0.012 0.010
H -4.834 1.484 1.214 -0.022 0.021 -0.043
H -5.260 1.336 -0.492 0.005 0.018 0.019
H -5.061 2.930 0.237 -0.004 0.000 0.001
H -1.993 2.711 -1.795 -0.047 -0.002 -0.032
H -3.339 3.758 -1.304 0.007 0.000 0.002
H -3.657 2.313 -2.257 0.007 -0.004 -0.004
Br -0.482 -5.591 1.492 -0.008 0.010 0.000
C 0.652 -4.898 0.136 -0.010 0.000 -0.020
C 0.751 -5.549 -1.079 -0.006 -0.002 0.008
C 1.597 -5.012 -2.037 0.009 0.015 -0.015
C 2.304 -3.858 -1.727 -0.032 -0.002 0.045
N 2.196 -3.244 -0.554 0.113 -0.040 0.001
C 1.381 -3.739 0.369 -0.009 0.044 -0.012
H 0.177 -6.446 -1.270 0.002 0.001 -0.001
H 1.704 -5.477 -3.008 -0.002 -0.007 0.000
H 2.974 -3.391 -2.443 -0.016 -0.014 0.009
H 1.304 -3.176 1.295 0.014 0.001 0.007
```
Forces are in eV/Å.


- The highest total charge belongs to which entry?
  C28H42BrN3P2Re